Record 1
13
Properties=species:S:1:pos:R:3 method="wB97M-V/def2-TZVPD" e_homo_ha="-0.2834 / -0.2835" energy_ha=-368.699029 max_force_ev_per_a=4.9 de_lowest_kcal_mol=80.84
C 1.64 0.76 -0.58
C -1.99 0.04 0.13
C 0.32 0.53 0.12
O 0.41 -1.99 0.05
O -0.82 0.60 -0.39
F 0.26 0.45 1.49
H 2.29 -0.13 -0.65
H 1.34 1.10 -1.55
H 2.26 1.36 -0.03
H -2.89 0.36 -0.37
H -2.01 0.42 1.20
H -2.03 -1.11 0.14
H 1.23 -2.40 0.42


Record 2
69
Properties=species:S:1:pos:R:3 method="wB97M-V/def2-TZVPD" total_charge=+2 e_homo_ha="-0.4909 / -0.4811" energy_ha=-2782.516269 multiplicity=2 max_force_ev_per_a=1.9 de_lowest_kcal_mol=0.00 s_squared=0.764
C -1.28 3.65 -3.17
C -1.03 2.35 -2.74
C 0.31 1.86 -2.69
C 1.37 2.69 -3.20
C 1.06 4.00 -3.68
C -0.25 4.48 -3.64
C 2.65 2.15 -3.21
C 2.84 0.78 -3.06
C 1.74 0.00 -2.58
C 1.84 -1.42 -2.55
C 3.07 -2.02 -2.83
C 4.17 -1.26 -3.25
C 4.06 0.11 -3.40
H -2.32 4.01 -3.16
H 1.86 4.59 -4.13
H -0.49 5.49 -3.97
H 3.46 2.76 -3.61
H 3.14 -3.10 -2.75
H 5.11 -1.78 -3.49
H 4.87 0.71 -3.82
N 0.62 0.65 -2.09
V 0.05 0.21 0.24
C -2.16 1.46 -2.28
H -2.10 0.48 -2.78
H -3.13 1.93 -2.48
C 0.62 -2.23 -2.18
H -0.25 -1.88 -2.76
H 0.81 -3.30 -2.36
P -2.03 1.16 -0.47
P 0.20 -2.02 -0.41
C 1.55 -2.99 0.35
H 1.43 -2.98 1.44
H 1.53 -4.02 -0.02
H 2.52 -2.53 0.10
C -1.26 -3.09 -0.23
H -1.06 -4.08 -0.66
H -1.50 -3.19 0.84
H -2.11 -2.62 -0.74
C -2.21 2.86 0.18
H -3.12 3.36 -0.19
H -2.23 2.81 1.28
H -1.33 3.45 -0.12
C -3.65 0.41 -0.14
H -3.90 0.50 0.93
H -4.42 0.91 -0.74
H -3.60 -0.66 -0.40
H 1.41 1.83 -0.60
H 1.38 1.81 0.20
C -2.75 -1.76 3.89
N -1.40 -1.29 4.19
C -1.09 -1.36 5.62
C -0.60 -0.74 3.21
N -1.06 -0.48 1.99
N 0.69 -0.41 3.42
C 1.54 -0.72 4.56
C 1.28 0.24 2.25
H -3.12 -2.22 4.82
H -2.79 -2.52 3.09
H -3.43 -0.93 3.63
H -0.51 -2.25 5.89
H -0.60 -0.46 6.00
H -2.06 -1.45 6.13
H -2.04 -0.72 1.87
H 2.57 -0.87 4.21
H 1.58 0.09 5.31
H 1.25 -1.64 5.08
H 1.41 -0.52 1.43
H 0.64 1.08 1.94
H 2.26 0.61 2.53


Record 3
19
Properties=species:S:1:pos:R:3 method="wB97M-V/def2-TZVPD" e_homo_ha=-0.3085 energy_ha=-708.234749 smiles=CSCCCO.O max_force_ev_per_a=3.0 de_lowest_kcal_mol=15.15
C 0.81 -2.35 -0.73
S -0.86 -2.50 -0.11
C -1.27 -0.71 -0.13
C -0.53 0.15 0.87
C -0.86 1.63 0.82
O -0.14 2.10 -0.25
H 0.99 -1.77 -1.66
H 1.04 -3.41 -0.93
H 1.49 -1.98 0.05
H -2.36 -0.65 0.03
H -1.07 -0.44 -1.19
H -0.93 -0.32 1.79
H 0.57 0.01 0.87
H -0.51 2.07 1.77
H -1.95 1.83 0.73
H 0.09 3.03 -0.01
O 1.90 0.85 -0.95
H 1.03 1.18 -0.63
H 2.56 1.27 -0.34


Record 4
19
Properties=species:S:1:pos:R:3 method="wB97M-V/def2-TZVPD" e_homo_ha=-0.3529 energy_ha=-310.960108 smiles=CCC[C@H]1O[C@@H]1C max_force_ev_per_a=1.3 de_lowest_kcal_mol=62.23
C 0.96 -0.09 -2.27
C 0.69 -1.08 -1.17
C -0.73 -0.95 -0.61
C -0.33 -0.49 0.77
O 1.03 0.29 1.07
C -0.21 0.90 1.09
C -0.75 1.34 2.39
H 0.70 0.92 -1.92
H 0.37 -0.32 -3.16
H 2.03 -0.09 -2.49
H 1.34 -0.76 -0.36
H 0.93 -2.13 -1.35
H -1.35 -0.21 -1.16
H -1.31 -1.89 -0.63
H -0.33 -1.28 1.51
H -0.35 1.57 0.23
H -1.83 1.42 2.25
H -0.31 2.28 2.69
H -0.54 0.56 3.13


Record 5
15
Properties=species:S:1:pos:R:3 method="wB97M-V/def2-TZVPD" total_charge=+1 e_homo_ha=-0.5559 energy_ha=-267.009965 smiles="C[C@H]1CC(=[NH2+])N1" max_force_ev_per_a=5.8 de_lowest_kcal_mol=56.05
C -2.00 -0.39 0.38
C -0.80 -0.04 -0.45
C -0.08 1.29 -0.11
C 1.24 0.04 -0.12
N 2.45 0.01 0.22
N 0.42 -0.88 -0.38
H -2.22 -1.55 0.24
H -2.99 0.05 0.17
H -1.66 -0.30 1.42
H -1.11 -0.12 -1.44
H -0.08 1.67 0.94
H 0.17 2.06 -0.92
H 2.92 0.85 0.69
H 3.07 -0.88 0.19
H 0.68 -1.80 -0.82